1.
Entry from the Open Molecules 2025 dataset: a structure of composition H24O12 (ωB97M-V/def2-TZVPD).

Output
- molar mass (u) = 216.18
- energy above the lowest of the compared OMol25 structures with the same formula, charge and spin (eV) = 28.255
- highest occupied orbital energy (eV) = -8.5
- orbital gap (eV) = 8.002
- total energy (eV) = -24933.4397

Structure (ORCA input):
```
! wB97M-V def2-TZVPD RIJCOSX def2/J DEFGRID3
* xyz 0 1
O -0.62569 2.45846 -0.68360
H 0.17054 1.94091 -0.56359
H -0.31979 3.28771 -1.05101
O -2.25307 0.29422 0.43150
H -2.14637 1.00411 1.06467
H -1.85279 -0.46597 0.85356
O 0.56015 1.08270 1.51111
H -0.11185 0.61748 2.00932
H 0.75423 1.85888 2.03658
O 1.17494 1.85777 -0.40755
H 1.66517 1.83889 -1.22947
H 1.79872 1.55212 0.25101
O -0.04480 -1.93049 1.50086
H 0.06869 -1.94318 0.55049
H -0.42869 -2.78248 1.70811
O -1.74704 -1.26604 -0.72331
H -0.89109 -0.88836 -0.92561
H -2.25358 -0.53583 -0.36774
O 2.03470 -0.42122 -1.60494
H 1.59585 -0.66051 -2.42126
H 1.44612 -0.73065 -0.91642
O -0.08640 -0.15070 0.06205
H 0.54055 0.57205 0.03394
H -0.02162 -0.49002 0.95474
O -0.20762 0.16183 -2.05573
H -0.44082 0.91315 -1.51042
H 0.45272 0.50002 -2.66054
O -1.91542 -1.17208 1.65051
H -2.46462 -1.78593 2.13816
H -1.02878 -1.52220 1.73728
O 0.43998 -1.75593 -1.49045
H -0.00855 -1.02054 -1.07303
H -0.14391 -2.02106 -2.20109
O 2.14769 0.25580 0.86152
H 1.32554 0.54339 1.25850
H 2.81686 0.80355 1.27189
*
```

---

2.
Entry from the Open Molecules 2025 dataset: the molecule C4H8OS (ωB97M-V/def2-TZVPD).

Output
- SMILES = OC1(CS)CC1
- molar mass (u) = 104.17
- energy above the lowest of the compared OMol25 structures with the same formula, charge and spin (eV) = 1.490
- highest occupied orbital energy (eV) = -9.1
- orbital gap (eV) = 9.838
- total energy (eV) = -17158.9602

Structure (ORCA input):
```
! wB97M-V def2-TZVPD RIJCOSX def2/J DEFGRID3
* xyz 0 1
C -1.21140 0.06296 0.27936
C 0.20228 -0.10435 -0.23915
C 1.41037 0.00367 0.72004
C 1.08573 1.13882 -0.20753
H -2.54792 -1.18167 -1.22348
H -1.65426 0.95060 -0.13128
H -1.03988 0.34578 1.31930
H -0.20539 -1.68094 -1.14156
H 1.26014 0.14351 1.81172
H 2.24270 -0.71163 0.58475
H 1.73197 1.36554 -1.02702
H 0.71008 1.91931 0.43317
O 0.40797 -0.94114 -1.27712
S -2.39239 -1.31045 0.09880
*
```

---

> Among the records above, which one has the lowest orbital gap?

H24O12

---

> Look up the molar mass of the second one.

104.17 u